Entry 1:
A structure of composition C38H27ClN7O3Pt. Source: OMol25; level of theory: ωB97M-V with the def2-TZVPD basis set.

Properties
Orbital gap (eV): 5.649
Charge: +1

Element x y z (Å)
Pt -1.8565 0.6439 -2.2748
C 8.8428 0.7478 6.5084
O 7.4679 0.7813 6.8650
C 6.5568 0.7789 5.8715
C 6.8726 0.7502 4.5167
C 5.8509 0.7509 3.5776
C 4.5179 0.7789 3.9619
C 4.2163 0.8076 5.3271
C 5.2184 0.8077 6.2682
C 3.4219 0.7826 2.9910
N 2.1420 0.8381 3.2895
C 1.4904 0.8203 2.0874
C 2.3737 0.7559 1.0441
N 3.6146 0.7322 1.6364
C 1.9752 0.7062 -0.3225
C 2.8655 0.5902 -1.3986
C 2.3882 0.5065 -2.6785
C 1.0138 0.5414 -2.8823
N 0.1538 0.6718 -1.8802
C 0.5910 0.7533 -0.5882
C -0.3642 0.8435 0.5152
N -1.6727 0.8859 0.2183
C -2.5615 0.8806 1.1839
C -2.2068 0.8528 2.5397
C -0.8778 0.8481 2.8674
C 0.0804 0.8466 1.8431
H 9.3945 0.7520 7.4421
H 9.1186 1.6257 5.9206
H 9.0826 -0.1592 5.9499
H 7.9004 0.7287 4.1856
H 6.1274 0.7295 2.5287
H 3.1774 0.8283 5.6288
H 4.9932 0.8294 7.3267
H 4.5030 0.6624 1.1739
H 3.9330 0.5526 -1.2160
H 3.0509 0.4038 -3.5262
H 0.5875 0.4515 -3.8702
H -3.6058 0.9045 0.8848
H -2.9752 0.8356 3.3011
H -0.5382 0.8344 3.8951
C -6.8704 -2.0525 -2.9361
C -5.5418 -2.4307 -2.8376
C -4.5489 -1.4677 -2.7544
C -4.8862 -0.1211 -2.7663
C -6.2305 0.2644 -2.8710
C -7.2089 -0.7004 -2.9545
N -3.8472 0.8591 -2.6590
N -4.2807 2.0306 -2.6651
C -3.3269 3.0189 -2.4793
C -3.7129 4.3476 -2.4844
C -2.7491 5.3187 -2.3025
C -1.4270 4.9324 -2.1331
C -1.1166 3.5870 -2.1281
N -2.0544 2.6505 -2.2869
H -7.6449 -2.8053 -3.0033
H -5.2666 -3.4773 -2.8280
H -3.5139 -1.7552 -2.7016
H -6.4887 1.3117 -2.8860
H -8.2458 -0.4021 -3.0331
H -4.7579 4.5832 -2.6319
H -3.0183 6.3662 -2.2900
H -0.6416 5.6641 -2.0087
H -0.1033 3.2372 -1.9934
Cl -1.7792 -7.9782 -2.8812
C -1.5711 -6.2868 -2.5696
C -1.9849 -5.3641 -3.5180
C -1.8279 -4.0113 -3.2577
C -1.2639 -3.5846 -2.0582
C -0.8471 -4.5255 -1.1243
C -0.9952 -5.8791 -1.3760
C -1.1434 -2.1301 -1.7163
O -0.7577 -1.7719 -0.6191
O -1.5712 -1.3256 -2.6673
H -2.4212 -5.7058 -4.4473
H -2.1360 -3.2790 -3.9918
H -0.4103 -4.1817 -0.1960
H -0.6722 -6.6182 -0.6551

Charges obtained by Mulliken population analysis, quoted in units of e: atom 1 (Pt): 0.32, atom 2 (C): -0.84, atom 3 (O): -0.45, atom 4 (C): 0.95, atom 5 (C): -0.70, atom 6 (C): -0.75, atom 7 (C): 0.39, atom 8 (C): -0.53, atom 9 (C): -0.58, atom 10 (C): 0.27, atom 11 (N): -0.86, atom 12 (C): 1.11, atom 13 (C): -0.03, atom 14 (N): -0.14, atom 15 (C): 0.34, atom 16 (C): -0.51, atom 17 (C): -0.94, atom 18 (C): -0.55, atom 19 (N): 0.02, atom 20 (C): 0.55, atom 21 (C): -0.03, atom 22 (N): 0.04, atom 23 (C): -0.24, atom 24 (C): -1.09, atom 25 (C): -0.63, atom 26 (C): 0.21, atom 27 (H): 0.24, atom 28 (H): 0.34, atom 29 (H): 0.34, atom 30 (H): 0.40, atom 31 (H): 0.21, atom 32 (H): 0.49, atom 33 (H): 0.44, atom 34 (H): 0.18, atom 35 (H): 0.44, atom 36 (H): 0.45, atom 37 (H): 0.48, atom 38 (H): 0.48, atom 39 (H): 0.44, atom 40 (H): 0.59, atom 41 (C): -0.45, atom 42 (C): -0.79, atom 43 (C): 0.37, atom 44 (C): 0.27, atom 45 (C): -0.39, atom 46 (C): -0.75, atom 47 (N): 0.68, atom 48 (N): -0.52, atom 49 (C): 0.21, atom 50 (C): -0.44, atom 51 (C): -0.37, atom 52 (C): -0.84, atom 53 (C): 0.06, atom 54 (N): -0.14, atom 55 (H): 0.40, atom 56 (H): 0.47, atom 57 (H): 0.21, atom 58 (H): 0.43, atom 59 (H): 0.38, atom 60 (H): 0.48, atom 61 (H): 0.42, atom 62 (H): 0.44, atom 63 (H): 0.40, atom 64 (Cl): -0.20, atom 65 (C): 0.41, atom 66 (C): -0.94, atom 67 (C): -0.13, atom 68 (C): 0.20, atom 69 (C): -0.29, atom 70 (C): -0.74, atom 71 (C): 0.90, atom 72 (O): -0.66, atom 73 (O): -0.81, atom 74 (H): 0.43, atom 75 (H): 0.53, atom 76 (H): 0.48, atom 77 (H): 0.42

---

Entry 2:
A structure of composition C38H28BF4N4O7PSTi. Source: OMol25; level of theory: ωB97M-V with the def2-TZVPD basis set.

Properties
Orbital gap (eV): 6.162
Charge: 0

Element x y z (Å)
Ti 0.3236 -0.5556 1.8151
O 3.9910 -5.4591 -0.7194
C 2.8179 -5.4158 -1.1187
O 2.1173 -6.2048 -1.7713
C 2.0842 -4.1313 -0.7187
C 2.7644 -2.9156 -0.6588
C 2.1076 -1.7961 -0.2040
N 0.8390 -1.8527 0.2477
C 0.1632 -3.0155 0.1544
C 0.7412 -4.1565 -0.3497
C -1.2135 -2.9136 0.6647
C -2.2332 -3.7954 0.3629
C -3.5017 -3.5188 0.8485
C -3.7099 -2.3776 1.6027
C -2.6368 -1.5474 1.8710
N -1.4167 -1.8257 1.4169
C 2.6694 -0.4320 -0.1728
C 3.8254 -0.0772 -0.8424
C 4.2316 1.2487 -0.8064
C 3.4708 2.1593 -0.1006
C 2.3348 1.7201 0.5621
N 1.9296 0.4537 0.5139
H 3.8078 -2.8955 -0.9402
H 0.1968 -5.0850 -0.4499
H -2.0389 -4.6623 -0.2512
H -4.3242 -4.1854 0.6260
H -4.6855 -2.1228 1.9887
H -2.7431 -0.6471 2.4617
H 4.3808 -0.8205 -1.3945
H 5.1315 1.5580 -1.3208
H 3.7519 3.1999 -0.0294
H 1.7502 2.3985 1.1619
O 0.2057 1.9387 2.5411
S -1.0028 1.9294 1.7227
O -2.2686 1.9763 2.3765
O -0.8405 0.6518 0.8847
C -0.9579 3.2266 0.5260
C -1.1133 4.4789 1.1162
C -1.1584 5.6145 0.3291
C -1.0701 5.4827 -1.0475
C -0.9235 4.2328 -1.6254
C -0.8509 3.0620 -0.8642
P -0.5162 1.4495 -1.7225
C -2.1502 0.6426 -1.7251
C -2.2293 -0.5865 -2.3817
C -3.4131 -1.3063 -2.3931
C -4.5327 -0.8130 -1.7340
C -4.4579 0.3998 -1.0662
C -3.2725 1.1242 -1.0630
C -0.3708 1.9930 -3.4562
C -1.4408 2.0898 -4.3440
C -1.2338 2.5063 -5.6515
C 0.0422 2.8396 -6.0830
C 1.1155 2.7456 -5.2077
C 0.9097 2.3138 -3.9062
H -1.2069 4.5586 2.1916
H -1.2759 6.5866 0.7874
H -1.1183 6.3575 -1.6826
H -0.8550 4.1657 -2.7011
H -1.3571 -0.9860 -2.8896
H -3.4600 -2.2548 -2.9131
H -5.4594 -1.3722 -1.7436
H -5.3233 0.7904 -0.5470
H -3.2372 2.0708 -0.5356
H -2.4404 1.8389 -4.0118
H -2.0719 2.5737 -6.3331
H 0.2018 3.1633 -7.1031
H 2.1141 2.9940 -5.5431
H 1.7533 2.2210 -3.2299
O 0.8917 -2.4407 2.7933
C 1.8884 -1.8701 3.2894
C 2.9431 -2.3856 4.2100
C 3.8336 -1.1493 4.3792
C 3.2393 -0.0790 3.4610
O 3.6962 1.0015 3.2156
N 2.0522 -0.5988 2.9213
H 3.4420 -3.2416 3.7550
H 2.4653 -2.7198 5.1304
H 4.8743 -1.3102 4.1038
H 3.8143 -0.7585 5.3962
F -0.6041 -0.3774 3.4945
B -1.0072 -1.1777 4.9366
F -1.8323 -0.2795 5.5040
F 0.2209 -1.3242 5.4994
F -1.5783 -2.3173 4.4900

Charges obtained by Mulliken population analysis, quoted in units of e: atom 1 (Ti): -1.60, atom 2 (O): -0.69, atom 3 (C): 0.17, atom 4 (O): -0.70, atom 5 (C): -0.59, atom 6 (C): -1.10, atom 7 (C): 0.49, atom 8 (N): 1.51, atom 9 (C): 0.66, atom 10 (C): -1.02, atom 11 (C): 0.57, atom 12 (C): -0.74, atom 13 (C): -0.84, atom 14 (C): -1.36, atom 15 (C): -0.08, atom 16 (N): 1.24, atom 17 (C): 0.35, atom 18 (C): -0.43, atom 19 (C): -1.18, atom 20 (C): -1.25, atom 21 (C): -0.55, atom 22 (N): 1.86, atom 23 (H): 0.62, atom 24 (H): 0.60, atom 25 (H): 0.54, atom 26 (H): 0.47, atom 27 (H): 0.57, atom 28 (H): 0.54, atom 29 (H): 0.52, atom 30 (H): 0.49, atom 31 (H): 0.60, atom 32 (H): 0.58, atom 33 (O): -0.64, atom 34 (S): 1.30, atom 35 (O): -0.76, atom 36 (O): 1.29, atom 37 (C): 0.37, atom 38 (C): -0.77, atom 39 (C): -0.96, atom 40 (C): -0.77, atom 41 (C): -0.98, atom 42 (C): 0.28, atom 43 (P): 1.73, atom 44 (C): 0.13, atom 45 (C): -0.44, atom 46 (C): -0.75, atom 47 (C): -0.59, atom 48 (C): -0.75, atom 49 (C): -0.16, atom 50 (C): -0.73, atom 51 (C): -0.14, atom 52 (C): -0.75, atom 53 (C): -0.50, atom 54 (C): -0.71, atom 55 (C): -0.05, atom 56 (H): 0.57, atom 57 (H): 0.42, atom 58 (H): 0.44, atom 59 (H): 0.34, atom 60 (H): 0.44, atom 61 (H): 0.43, atom 62 (H): 0.41, atom 63 (H): 0.44, atom 64 (H): 0.42, atom 65 (H): 0.45, atom 66 (H): 0.42, atom 67 (H): 0.39, atom 68 (H): 0.43, atom 69 (H): 0.33, atom 70 (O): -0.53, atom 71 (C): -0.14, atom 72 (C): -0.68, atom 73 (C): -0.53, atom 74 (C): -0.02, atom 75 (O): -0.61, atom 76 (N): 0.84, atom 77 (H): 0.33, atom 78 (H): 0.34, atom 79 (H): 0.32, atom 80 (H): 0.29, atom 81 (F): 0.07, atom 82 (B): 0.42, atom 83 (F): -0.28, atom 84 (F): -0.30, atom 85 (F): -0.34

---

Entry 3:
A structure of composition C38H28BeNO6PTe at a distorted geometry. Source: OMol25; level of theory: ωB97M-V with the def2-TZVPD basis set.

Properties
Orbital gap (eV): 6.000
Charge: 0

Element x y z (Å)
Be -2.1475 -1.9519 -0.1309
O -1.0148 -2.9044 0.3046
C -1.3053 -3.7853 1.1876
C -2.4862 -3.9373 1.8646
C -2.6463 -4.7594 3.0007
C -3.9282 -4.8657 3.5281
C -5.1047 -4.3343 2.8921
C -4.9656 -3.5222 1.8037
C -3.6620 -3.2526 1.3503
O -3.5244 -2.4018 0.3776
N -4.2876 -5.6023 4.7524
O -3.4221 -5.7558 5.6217
O -5.4459 -5.9141 4.8935
H -0.5574 -4.5369 1.3550
H -1.8353 -5.2615 3.5157
H -6.0703 -4.6181 3.3331
H -5.7529 -3.2194 1.1120
O -2.3831 -1.4355 -1.7909
C -2.2099 -0.2595 -1.2672
O -1.7729 -0.2284 -0.0673
C -2.4638 1.0571 -2.0366
C -2.1915 1.1252 -3.3484
C -1.9853 2.3763 -3.9328
C -2.1528 3.5746 -3.1786
C -2.7209 3.4636 -1.8920
C -2.8031 2.1836 -1.2508
P -3.0910 2.2426 0.5358
C -1.5490 2.9080 1.2143
C -0.6926 2.1233 2.0232
C 0.4456 2.6462 2.5951
C 0.7219 3.9971 2.4341
C -0.0728 4.7615 1.5829
C -1.2360 4.2285 1.0003
C -4.3578 3.4348 0.8258
C -4.3770 4.2219 1.9694
C -5.3704 5.2082 2.1950
C -6.4484 5.3375 1.3227
C -6.5628 4.3581 0.3057
C -5.5538 3.4566 0.0743
H -2.0531 0.2322 -3.9441
H -1.6371 2.4584 -4.9635
H -1.7845 4.4727 -3.5503
H -3.0356 4.3996 -1.3715
H -0.8548 1.0217 2.1963
H 1.2375 2.0063 3.1660
H 1.5760 4.3882 2.9130
H 0.1662 5.7842 1.2831
H -1.8158 4.8618 0.3062
H -3.5821 4.1925 2.7247
H -5.2140 5.7843 3.1121
H -7.1404 6.1540 1.4204
H -7.4728 4.2959 -0.3455
H -5.6492 2.7168 -0.7729
Te 5.1168 -0.0142 -0.9227
C 7.2638 -0.2739 -0.9273
C 8.0460 0.5169 -1.7851
C 9.4580 0.3315 -1.7814
C 10.0317 -0.7646 -1.1782
C 9.1966 -1.6184 -0.4122
C 7.8448 -1.3708 -0.2512
C 4.9284 -1.9680 -1.8751
C 5.4497 -2.1171 -3.1476
C 5.1645 -3.2404 -3.9001
C 4.4377 -4.2867 -3.3150
C 3.9527 -4.1598 -1.9848
C 4.2802 -3.0712 -1.2521
H 7.6077 1.3726 -2.2268
H 10.1350 1.0092 -2.3463
H 11.1400 -0.8749 -1.1695
H 9.6440 -2.5046 0.0214
H 7.2354 -2.1605 0.2417
H 6.0273 -1.2891 -3.4793
H 5.6277 -3.3110 -4.9124
H 4.1093 -5.1115 -3.9048
H 3.4890 -5.0241 -1.5205
H 4.0573 -2.9967 -0.2203

Charges obtained by Mulliken population analysis, quoted in units of e: atom 1 (Be): -0.58, atom 2 (O): -0.11, atom 3 (C): 0.14, atom 4 (C): 0.63, atom 5 (C): -1.00, atom 6 (C): 0.07, atom 7 (C): -0.04, atom 8 (C): -0.68, atom 9 (C): 0.43, atom 10 (O): -0.36, atom 11 (N): 0.92, atom 12 (O): -0.56, atom 13 (O): -0.59, atom 14 (H): 0.42, atom 15 (H): 0.47, atom 16 (H): 0.45, atom 17 (H): 0.42, atom 18 (O): -0.67, atom 19 (C): 1.06, atom 20 (O): -0.43, atom 21 (C): 0.24, atom 22 (C): -0.56, atom 23 (C): -0.34, atom 24 (C): -1.01, atom 25 (C): -0.30, atom 26 (C): 0.17, atom 27 (P): 0.15, atom 28 (C): 0.40, atom 29 (C): -0.14, atom 30 (C): -0.40, atom 31 (C): -0.55, atom 32 (C): -0.73, atom 33 (C): 0.23, atom 34 (C): 0.34, atom 35 (C): -0.54, atom 36 (C): -0.48, atom 37 (C): -0.56, atom 38 (C): -0.34, atom 39 (C): -0.46, atom 40 (H): 0.52, atom 41 (H): 0.36, atom 42 (H): 0.50, atom 43 (H): 0.40, atom 44 (H): 0.21, atom 45 (H): 0.25, atom 46 (H): 0.44, atom 47 (H): 0.36, atom 48 (H): 0.12, atom 49 (H): 0.35, atom 50 (H): 0.35, atom 51 (H): 0.41, atom 52 (H): 0.32, atom 53 (H): 0.28, atom 54 (Te): 0.35, atom 55 (C): -0.13, atom 56 (C): -0.37, atom 57 (C): -0.43, atom 58 (C): -0.39, atom 59 (C): -0.36, atom 60 (C): -0.20, atom 61 (C): -0.34, atom 62 (C): -0.12, atom 63 (C): -0.56, atom 64 (C): -0.33, atom 65 (C): -0.54, atom 66 (C): -0.22, atom 67 (H): 0.46, atom 68 (H): 0.30, atom 69 (H): 0.32, atom 70 (H): 0.36, atom 71 (H): 0.28, atom 72 (H): 0.41, atom 73 (H): 0.31, atom 74 (H): 0.38, atom 75 (H): 0.36, atom 76 (H): 0.47

---

- Number 2 is which compound?
  C38H28BF4N4O7PSTi